(1)
This record from the OMol25 dataset describes 9 unconnected molecules or ions with the total composition C13H34N6O19 at a distorted geometry. The level of theory is ωB97M-V with the def2-TZVPD basis set.

Geometry as ORCA input:
```
! RIJCOSX wB97M-V def2-TZVPD def2/J DEFGRID3
* xyz 0 1
C -0.486 -0.651 0.376
N 0.811 -0.468 -0.375
O 1.347 -1.521 -0.747
O 1.326 0.609 -0.515
H -0.286 -0.209 1.351
H -0.748 -1.704 0.480
H -1.184 -0.116 -0.268
C 0.620 3.595 3.440
N 0.291 2.279 2.757
O -0.317 2.328 1.688
O 0.475 1.239 3.405
H 1.229 3.446 4.332
H -0.353 3.997 3.724
H 1.267 4.177 2.784
C -3.639 2.057 3.039
N -3.962 0.718 2.452
O -4.620 -0.131 3.092
O -3.421 0.505 1.393
H -2.598 2.182 2.743
H -3.759 1.974 4.119
H -4.221 2.874 2.613
C 1.482 -4.925 -0.171
N 0.219 -5.048 -0.864
O -0.139 -6.152 -1.201
O -0.417 -4.027 -1.180
H 2.294 -5.169 -0.855
H 1.466 -5.690 0.605
H 1.539 -3.917 0.240
C -2.965 2.793 -0.565
N -2.988 3.780 -1.653
O -3.534 3.412 -2.702
O -2.446 4.878 -1.545
H -1.981 2.332 -0.481
H -3.737 2.040 -0.717
H -3.121 3.420 0.313
C -0.562 2.746 -3.456
N -1.177 1.404 -3.682
O -1.611 0.776 -2.749
O -1.222 1.025 -4.842
H -1.315 3.506 -3.668
H 0.274 2.880 -4.141
H -0.176 2.842 -2.441
C 0.928 -3.541 4.258
O -0.435 -3.972 4.236
C -1.331 -3.234 3.610
O -1.153 -2.173 3.054
O -2.569 -3.799 3.776
C -3.702 -3.103 3.254
H 1.479 -4.203 4.926
H 1.054 -2.486 4.503
H 1.399 -3.630 3.280
H -3.580 -3.022 2.174
H -3.798 -2.091 3.647
H -4.610 -3.653 3.501
C 3.711 3.567 -6.752
O 2.789 2.891 -5.879
C 3.224 1.738 -5.280
O 4.317 1.246 -5.430
O 2.204 1.255 -4.493
C 2.464 0.129 -3.587
H 4.407 4.240 -6.251
H 3.131 4.128 -7.484
H 4.347 2.899 -7.333
H 2.836 0.524 -2.641
H 3.223 -0.524 -4.019
H 1.583 -0.483 -3.391
C 3.282 -1.867 1.783
O 3.988 -2.307 2.892
H 2.227 -1.868 2.058
H 3.585 -0.846 1.551
H 3.409 -2.636 1.021
H 3.937 -3.266 2.889
*
```

Values from the calculation:
Kohn-Sham gap (eV): 9.73
LUMO energy (eV): -0.74
Calculated total energy (Ha): -2273.211500
Energy above the lowest of the compared OMol25 structures with the same formula, charge and spin (kcal per mole): 31.84

So, what does the Löwdin scheme give us? The charges, in e, come out as:
1 C 0.053
2 N -0.403
3 O 0.016
4 O 0.056
5 H 0.066
6 H 0.085
7 H 0.082
8 C 0.059
9 N -0.396
10 O 0.028
11 O 0.059
12 H 0.093
13 H 0.099
14 H 0.100
15 C 0.056
16 N -0.387
17 O 0.044
18 O 0.061
19 H 0.071
20 H 0.101
21 H 0.101
22 C 0.029
23 N -0.442
24 O 0.070
25 O 0.049
26 H 0.114
27 H 0.104
28 H 0.069
29 C 0.019
30 N -0.426
31 O 0.045
32 O 0.055
33 H 0.082
34 H 0.103
35 H 0.091
36 C 0.041
37 N -0.423
38 O 0.049
39 O 0.075
40 H 0.085
41 H 0.085
42 H 0.097
43 C -0.029
44 O 0.018
45 C -0.569
46 O 0.109
47 O -0.015
48 C -0.043
49 H 0.101
50 H 0.102
51 H 0.068
52 H 0.099
53 H 0.061
54 H 0.098
55 C -0.049
56 O -0.019
57 C -0.537
58 O 0.120
59 O -0.044
60 C -0.012
61 H 0.093
62 H 0.091
63 H 0.089
64 H 0.081
65 H 0.090
66 H 0.084
67 C -0.183
68 O -0.115
69 H 0.055
70 H 0.094
71 H 0.076
72 H 0.072

---

(2)
This record from the OMol25 dataset describes 7 unconnected molecules or ions with the total composition C13H34O7 at a distorted geometry. The level of theory is ωB97M-V with the def2-TZVPD basis set.

Geometry as ORCA input:
```
! RIJCOSX wB97M-V def2-TZVPD def2/J DEFGRID3
* xyz 0 1
C -2.106 0.558 5.443
C -0.754 0.284 4.858
C -0.492 0.302 3.326
O 0.114 0.123 5.640
H -2.028 1.513 5.964
H -2.258 -0.239 6.171
H -2.989 0.549 4.804
H 0.551 0.540 3.116
H -1.164 1.014 2.847
H -0.718 -0.688 2.930
C -2.988 0.274 -3.316
C -3.521 0.687 -1.981
C -5.036 0.594 -1.762
O -2.817 1.109 -1.076
H -2.443 -0.662 -3.195
H -2.220 1.024 -3.500
H -3.595 0.372 -4.217
H -5.399 -0.348 -2.173
H -5.494 1.401 -2.333
H -5.332 0.595 -0.713
C 0.289 -1.594 -3.802
C -0.714 -2.510 -4.538
C -0.746 -3.994 -4.195
O -1.337 -2.013 -5.417
H 1.313 -1.961 -3.855
H -0.015 -1.480 -2.762
H 0.206 -0.597 -4.237
H -0.562 -3.957 -3.121
H -0.067 -4.584 -4.810
H -1.770 -4.342 -4.331
C 3.180 3.664 -0.583
O 3.603 3.527 -1.937
H 3.034 4.721 -0.360
H 2.286 3.056 -0.444
H 3.976 3.313 0.073
H 4.218 4.196 -2.247
C 2.466 -2.891 2.231
O 1.056 -2.641 2.122
H 3.022 -3.033 1.304
H 2.840 -1.995 2.727
H 2.597 -3.770 2.863
H 0.923 -1.935 1.485
C 0.700 0.314 -0.283
O 0.029 -0.884 -0.104
H 1.742 0.052 -0.468
H 0.265 0.744 -1.185
H 0.545 1.005 0.546
H -0.878 -0.624 0.068
C 3.221 1.633 2.249
O 2.267 2.555 2.574
H 2.669 0.696 2.172
H 3.735 1.657 1.288
H 3.903 1.415 3.072
H 2.693 3.256 3.073
*
```

Values from the calculation:
Kohn-Sham gap (eV): 9.86
LUMO energy (eV): 0.59
Calculated total energy (Ha): -1042.278306
Energy above the lowest of the compared OMol25 structures with the same formula, charge and spin (kcal per mole): 0.00

So, what does the natural (NBO) scheme give us? The charges, in e, come out as:
1 C -0.726
2 C 0.605
3 C -0.726
4 O -0.544
5 H 0.240
6 H 0.239
7 H 0.212
8 H 0.236
9 H 0.217
10 H 0.242
11 C -0.742
12 C 0.608
13 C -0.717
14 O -0.573
15 H 0.249
16 H 0.244
17 H 0.241
18 H 0.222
19 H 0.235
20 H 0.233
21 C -0.736
22 C 0.605
23 C -0.726
24 O -0.545
25 H 0.230
26 H 0.235
27 H 0.232
28 H 0.224
29 H 0.246
30 H 0.233
31 C -0.238
32 O -0.743
33 H 0.166
34 H 0.189
35 H 0.156
36 H 0.470
37 C -0.251
38 O -0.743
39 H 0.160
40 H 0.162
41 H 0.183
42 H 0.482
43 C -0.255
44 O -0.739
45 H 0.179
46 H 0.173
47 H 0.175
48 H 0.479
49 C -0.256
50 O -0.711
51 H 0.166
52 H 0.162
53 H 0.170
54 H 0.470

---

(3)
This record from the OMol25 dataset describes a molecular structure, C13H36F3KO19P4S at a distorted geometry. The level of theory is ωB97M-V with the def2-TZVPD basis set.

Geometry as ORCA input:
```
! RIJCOSX wB97M-V def2-TZVPD def2/J DEFGRID3
* xyz 1 2
K -0.265 0.154 0.020
C 3.669 -0.132 -3.171
F 4.476 -1.128 -2.814
F 4.494 0.772 -3.632
F 2.797 -0.450 -4.086
S 2.795 0.490 -1.436
O 3.852 1.168 -0.735
O 1.712 1.334 -1.790
O 2.337 -0.745 -0.847
C -2.191 -4.632 2.973
O -1.869 -3.498 3.660
P -0.744 -2.364 3.137
O -1.217 -1.420 2.106
O 0.511 -3.357 2.637
C 1.518 -2.830 1.798
O -0.297 -1.647 4.550
C 0.526 -0.558 4.584
H -3.143 -4.555 2.447
H -2.327 -5.483 3.640
H -1.466 -5.000 2.247
H 2.400 -3.468 1.742
H 1.754 -1.866 2.247
H 1.091 -2.595 0.823
H 0.245 0.004 3.694
H 1.598 -0.749 4.638
H 0.246 0.056 5.440
C -1.467 -2.882 -4.283
O -0.966 -3.906 -3.409
P -0.205 -3.438 -2.046
O -0.677 -2.262 -1.287
O 1.440 -3.331 -2.580
C 2.000 -4.195 -3.606
O -0.186 -4.806 -1.243
C -1.365 -5.305 -0.641
H -0.926 -2.992 -5.223
H -1.345 -1.894 -3.838
H -2.507 -3.137 -4.487
H 2.439 -3.613 -4.417
H 1.277 -4.821 -4.129
H 2.899 -4.733 -3.308
H -2.021 -5.563 -1.472
H -1.897 -4.568 -0.038
H -1.093 -6.277 -0.230
C -5.086 2.006 -1.922
O -4.159 3.098 -2.177
P -2.564 2.888 -1.952
O -2.232 1.876 -0.881
O -1.925 2.587 -3.457
C -0.483 2.577 -3.612
O -2.007 4.368 -1.653
C -1.812 5.368 -2.658
H -5.612 2.203 -0.988
H -4.500 1.092 -1.821
H -5.828 1.981 -2.720
H -0.158 3.471 -4.145
H -0.070 1.711 -4.129
H -0.035 2.507 -2.621
H -2.391 6.242 -2.360
H -2.064 5.098 -3.683
H -0.758 5.640 -2.588
C -0.042 3.369 5.486
O 0.020 3.814 4.101
P 1.043 3.082 3.097
O 0.480 1.965 2.253
O 1.698 4.300 2.269
C 1.179 4.849 1.103
O 2.254 2.685 4.104
C 3.309 1.847 3.511
H -0.287 2.307 5.476
H -0.723 3.991 6.067
H 1.001 3.498 5.775
H 0.306 4.288 0.769
H 1.902 4.922 0.290
H 0.790 5.858 1.235
H 4.144 1.846 4.212
H 3.666 2.098 2.513
H 3.045 0.791 3.473
*
```

Values from the calculation:
Expectation value of S²: 0.757
Kohn-Sham gap (alpha / beta) (eV): 10.75 / 3.91
LUMO energy (alpha / beta) (eV): -2.09 / -8.93
Calculated total energy (Ha): -4609.685470
Energy above the lowest of the compared OMol25 structures with the same formula, charge and spin (kcal per mole): 6.45

So, what does the Löwdin scheme give us? The charges, in e, come out as:
1 K 0.786
2 C -0.548
3 F 0.202
4 F 0.227
5 F 0.245
6 S 0.551
7 O -0.162
8 O -0.263
9 O -0.247
10 C -0.167
11 O -0.191
12 P 0.608
13 O -0.286
14 O -0.234
15 C -0.096
16 O -0.197
17 C -0.149
18 H 0.094
19 H 0.097
20 H 0.067
21 H 0.108
22 H 0.075
23 H 0.057
24 H 0.059
25 H 0.093
26 H 0.092
27 C -0.073
28 O -0.238
29 P 0.519
30 O -0.285
31 O -0.256
32 C -0.102
33 O -0.216
34 C -0.085
35 H 0.092
36 H 0.081
37 H 0.096
38 H 0.072
39 H 0.086
40 H 0.089
41 H 0.088
42 H 0.086
43 H 0.106
44 C -0.064
45 O -0.219
46 P 0.510
47 O -0.324
48 O -0.244
49 C -0.091
50 O -0.221
51 C -0.088
52 H 0.093
53 H 0.078
54 H 0.092
55 H 0.092
56 H 0.086
57 H 0.051
58 H 0.096
59 H 0.094
60 H 0.091
61 C -0.049
62 O -0.216
63 P 0.477
64 O -0.295
65 O -0.198
66 C -0.117
67 O -0.227
68 C -0.061
69 H 0.073
70 H 0.100
71 H 0.082
72 H 0.080
73 H 0.093
74 H 0.094
75 H 0.095
76 H 0.087
77 H 0.065

---

Which of these has the lowest calculated total energy? C13H36F3KO19P4S